Record 1
Entry from OMol25: a cluster of 3 separate species, C14H37NO7P2 in total (the ωB97M-V functional and the def2-TZVPD basis).

- LUMO energy (eV) = 0.099
- 2S+1 = 1
- HOMO (eV) = -9.08
- SMILES string = CNC[C@H](OCCOC)PP(=O)(O)O.CCOCC.CCOCC
- molecular weight (g mol⁻¹) = 393.40
- E (hartree) = -1819.5924
- relative energy (zero: lowest compared OMol25 entry of this formula, charge and spin) (eV) = 4.577

Cartesian coordinates (Å):
C (-1.02, -5.34, 2.62)
N (-1.01, -5.80, 1.18)
C (-0.87, -4.65, 0.20)
C (-2.22, -3.73, 0.03)
O (-3.26, -4.30, -0.84)
C (-4.33, -4.96, -0.08)
C (-5.31, -3.94, 0.76)
O (-6.54, -3.54, 0.05)
C (-7.18, -2.54, 0.96)
P (-1.80, -1.99, -0.75)
P (-0.88, -0.80, 0.84)
O (-2.00, -0.19, 1.77)
O (0.21, -1.74, 1.81)
O (0.01, 0.53, 0.14)
H (0.04, -5.03, 3.03)
H (-1.77, -4.49, 2.87)
H (-1.36, -6.28, 3.27)
H (-1.79, -6.45, 0.95)
H (-0.67, -5.13, -0.87)
H (0.04, -3.94, 0.41)
H (-2.59, -3.47, 1.13)
H (-3.84, -5.78, 0.61)
H (-4.98, -5.57, -0.88)
H (-5.62, -4.50, 1.75)
H (-4.71, -2.95, 1.03)
H (-6.60, -2.38, 1.96)
H (-7.29, -1.48, 0.45)
H (-8.23, -3.00, 1.27)
H (-3.04, -1.31, -1.12)
H (0.05, -1.59, 2.79)
H (-0.45, 0.72, -0.75)
C (1.08, 2.97, 1.88)
C (1.42, 4.21, 2.69)
O (2.79, 4.58, 2.62)
C (3.30, 4.89, 1.33)
C (2.59, 6.06, 0.66)
H (1.69, 2.12, 2.20)
H (0.02, 2.72, 1.99)
H (1.27, 3.12, 0.81)
H (1.20, 4.01, 3.74)
H (0.78, 5.06, 2.40)
H (3.29, 4.00, 0.69)
H (4.36, 5.16, 1.46)
H (1.53, 5.85, 0.50)
H (3.04, 6.28, -0.31)
H (2.65, 6.95, 1.29)
C (5.20, 3.41, -4.32)
C (3.78, 2.96, -4.60)
O (3.51, 1.62, -4.18)
C (3.67, 1.35, -2.79)
C (2.76, 2.19, -1.91)
H (5.92, 2.74, -4.80)
H (5.36, 4.42, -4.69)
H (5.42, 3.40, -3.25)
H (3.61, 2.99, -5.68)
H (3.05, 3.64, -4.16)
H (4.72, 1.46, -2.51)
H (3.42, 0.29, -2.65)
H (2.97, 3.25, -2.00)
H (2.90, 1.91, -0.86)
H (1.71, 2.03, -2.18)

Here are the Mulliken charges for atoms 1 to 8, given in e:
1 C -0.659
2 N -0.336
3 C -0.613
4 C 0.253
5 O -0.389
6 C -0.232
7 C -0.209
8 O -0.368


Record 2
Entry from OMol25: a structure of composition C14H38AgBBr4O7Pd2S3 (the ωB97M-V functional and the def2-TZVPD basis).

- LUMO energy (alpha / beta) (eV) = -0.559 / -1.344
- 2S+1 = 5
- HOMO (alpha / beta) (eV) = -8.22 / -8.21
- molecular weight (g mol⁻¹) = 1065.79
- E (hartree) = -13000.5132

Cartesian coordinates (Å):
Ag (-1.87, -2.93, -0.09)
Pd (2.85, 0.26, 2.42)
Pd (-0.53, -0.39, 1.96)
O (-1.28, -2.54, 2.27)
C (-0.42, -3.04, 3.27)
C (1.09, -2.53, 3.33)
O (1.32, -1.17, 3.19)
H (-0.24, -4.11, 3.14)
H (-0.98, -2.87, 4.19)
H (1.66, -3.12, 2.61)
H (1.66, -2.82, 4.21)
O (1.21, 0.58, 0.78)
C (0.76, 0.81, -0.59)
C (-0.67, 0.16, -1.06)
O (-1.55, -0.42, -0.04)
H (1.46, 0.23, -1.19)
H (0.76, 1.85, -0.93)
H (-0.59, -0.49, -1.92)
H (-1.25, 0.90, -1.61)
B (2.37, 2.05, 3.70)
H (1.78, 1.26, 4.14)
H (1.99, 2.28, 2.72)
H (2.31, 2.94, 4.32)
H (3.39, 1.69, 3.63)
C (-1.16, -3.15, -3.80)
S (-0.81, -4.78, -2.95)
O (-0.88, -4.59, -1.44)
C (-2.42, -5.66, -3.44)
H (-2.02, -2.64, -3.37)
H (-1.25, -3.24, -4.88)
H (-0.40, -2.50, -3.36)
H (-3.08, -5.45, -2.60)
H (-2.12, -6.71, -3.44)
H (-2.75, -5.49, -4.47)
C (3.15, -2.71, -0.55)
S (4.51, -2.17, 0.49)
O (3.85, -0.97, 1.15)
C (4.60, -3.71, 1.54)
H (2.16, -2.72, -0.09)
H (3.44, -3.74, -0.72)
H (2.80, -2.10, -1.39)
H (5.23, -4.49, 1.12)
H (3.73, -4.25, 1.91)
H (5.14, -3.25, 2.37)
C (-2.10, 4.47, 0.94)
S (-0.73, 5.37, 1.98)
O (-0.59, 4.57, 3.27)
C (0.82, 4.78, 1.15)
H (-3.11, 4.49, 1.35)
H (-1.81, 3.42, 0.90)
H (-2.24, 4.86, -0.07)
H (1.69, 4.97, 1.78)
H (0.75, 5.29, 0.19)
H (0.68, 3.71, 1.00)
Br (2.94, 3.09, -4.89)
C (1.56, 3.44, -3.50)
C (0.15, 2.93, -3.89)
Br (-1.24, 3.90, -2.70)
H (1.39, 4.51, -3.38)
H (1.84, 3.12, -2.50)
H (0.10, 1.85, -3.89)
H (-0.13, 3.12, -4.93)
Br (-6.36, 2.19, 1.64)
C (-4.48, 1.68, 1.17)
C (-4.40, 1.56, -0.40)
Br (-5.30, 2.94, -1.51)
H (-4.13, 0.70, 1.50)
H (-3.96, 2.49, 1.67)
H (-4.92, 0.66, -0.74)
H (-3.36, 1.64, -0.70)

Here are the Mulliken charges for atoms 1 to 8, given in e:
1 Ag 0.980
2 Pd 0.455
3 Pd 0.438
4 O -0.761
5 C -0.475
6 C -0.297
7 O -0.519
8 H 0.296


Record 3
Entry from OMol25: a structure of composition C14H38BBr2N2O10V2 (the ωB97M-V functional and the def2-TZVPD basis).

- LUMO energy (eV) = 3.772
- 2S+1 = 1
- HOMO (eV) = 1.48
- molecular weight (g mol⁻¹) = 666.97
- E (hartree) = -8478.1513
- relative energy (zero: lowest compared OMol25 entry of this formula, charge and spin) (eV) = 1.553
- total charge = -3

Cartesian coordinates (Å):
O (4.87, -0.66, 3.40)
V (4.69, -0.98, 1.83)
O (5.90, -1.63, 1.06)
O (-2.78, -3.98, -0.39)
V (-1.45, -3.70, -1.23)
O (-0.91, -5.15, -1.54)
O (-3.47, 4.06, -0.62)
C (-4.28, 2.95, -0.93)
C (-3.70, 1.63, -1.56)
O (-2.58, 1.18, -0.95)
H (-5.08, 3.27, -1.61)
H (-4.80, 2.58, -0.05)
H (-3.41, 1.94, -2.56)
H (-4.51, 0.90, -1.56)
O (3.55, 2.93, -0.96)
C (4.28, 3.59, -1.99)
C (3.36, 4.48, -3.01)
O (2.11, 4.97, -2.46)
H (4.82, 2.74, -2.39)
H (4.95, 4.31, -1.52)
H (3.12, 4.06, -3.99)
H (3.93, 5.35, -3.32)
B (1.39, -3.12, 1.82)
H (1.61, -2.60, 0.90)
H (1.18, -2.38, 2.58)
H (0.55, -3.79, 1.72)
H (2.23, -3.74, 2.12)
Br (-3.91, -8.17, 5.48)
C (-1.98, -7.87, 5.33)
C (-1.35, -7.56, 6.71)
Br (0.55, -7.85, 6.86)
H (-1.65, -7.13, 4.60)
H (-1.59, -8.82, 4.96)
H (-1.73, -8.29, 7.43)
H (-1.64, -6.53, 6.92)
C (-0.55, 4.06, 6.14)
C (-0.47, 4.52, 4.67)
C (0.44, 5.72, 4.54)
O (0.56, 6.19, 3.22)
C (1.63, 7.07, 2.97)
N (0.06, 3.39, 3.87)
H (-0.83, 4.90, 6.78)
H (0.35, 3.66, 6.59)
H (-1.27, 3.25, 6.27)
H (-1.51, 4.78, 4.48)
H (1.44, 5.51, 4.92)
H (0.04, 6.58, 5.08)
H (1.81, 7.45, 1.96)
H (2.51, 6.44, 3.14)
H (1.58, 7.88, 3.71)
H (-0.69, 2.71, 3.84)
H (0.76, 2.93, 4.44)
C (1.10, -1.33, -7.16)
C (0.11, -1.77, -6.04)
C (-0.84, -3.01, -6.54)
O (-1.96, -3.20, -5.64)
C (-2.88, -4.13, -6.18)
N (0.84, -2.19, -4.86)
H (1.84, -0.71, -6.65)
H (0.55, -0.67, -7.84)
H (1.54, -2.17, -7.69)
H (-0.53, -0.89, -5.90)
H (-0.33, -3.96, -6.74)
H (-1.23, -2.67, -7.49)
H (-3.62, -4.30, -5.40)
H (-2.35, -5.00, -6.57)
H (-3.33, -3.81, -7.12)
H (1.45, -1.42, -4.62)
H (1.54, -2.80, -5.26)

Here are the Mulliken charges for atoms 1 to 8, given in e:
1 O -0.850
2 V 1.486
3 O -0.844
4 O -0.828
5 V 1.325
6 O -0.788
7 O -0.645
8 C -0.322


Record 4
Entry from OMol25: a cluster of 5 separate species, C14H38BrN4O4 in total (the ωB97M-V functional and the def2-TZVPD basis).

- LUMO energy (eV) = -9.100
- 2S+1 = 1
- HOMO (eV) = -17.17
- molecular weight (g mol⁻¹) = 406.39
- E (hartree) = -3649.1845
- relative energy (zero: lowest compared OMol25 entry of this formula, charge and spin) (eV) = 3.372
- total charge = +3

Cartesian coordinates (Å):
Br (1.85, 0.40, -0.40)
C (-0.28, 0.94, 2.75)
C (-1.37, -0.06, 2.32)
O (-1.22, -0.84, 1.36)
N (-2.60, -0.06, 3.10)
H (-2.32, 0.11, 4.06)
H (-3.08, 0.76, 2.78)
C (-3.35, -1.42, 3.06)
H (0.55, 0.95, 2.03)
H (0.06, 0.57, 3.71)
H (-0.64, 1.97, 2.81)
H (-2.68, -2.28, 3.05)
H (-4.04, -1.38, 2.22)
H (-3.97, -1.40, 3.96)
C (-0.98, -3.99, 0.98)
C (-0.15, -3.62, -0.21)
O (-0.55, -3.73, -1.33)
N (1.19, -2.90, 0.11)
H (1.12, -1.90, -0.02)
H (1.46, -2.99, 1.08)
C (2.29, -3.15, -0.87)
H (-0.97, -3.24, 1.77)
H (-0.72, -4.92, 1.50)
H (-2.02, -4.17, 0.68)
H (1.98, -2.81, -1.86)
H (2.71, -4.16, -0.82)
H (3.05, -2.42, -0.62)
C (3.87, 0.99, 3.05)
C (4.16, 2.33, 2.54)
O (5.04, 3.05, 2.95)
N (3.41, 2.76, 1.27)
H (2.96, 1.96, 0.84)
H (2.72, 3.48, 1.44)
C (4.45, 3.05, 0.14)
H (4.74, 0.37, 3.23)
H (3.28, 0.23, 2.53)
H (3.23, 1.10, 3.93)
H (5.19, 3.81, 0.40)
H (3.94, 3.65, -0.61)
H (4.92, 2.14, -0.25)
C (-0.95, 2.66, -2.28)
N (-1.56, 1.34, -2.73)
C (-2.85, 1.74, -3.41)
C (-0.58, 0.88, -3.86)
C (-1.83, 0.17, -1.69)
C (-2.65, -1.00, -2.07)
O (-2.09, -1.54, -3.24)
H (-0.66, 3.13, -3.22)
H (-0.09, 2.34, -1.69)
H (-1.51, 3.29, -1.59)
H (-3.33, 0.87, -3.86)
H (-2.58, 2.44, -4.20)
H (-3.59, 2.09, -2.68)
H (-0.50, 1.54, -4.73)
H (-0.89, -0.08, -4.29)
H (0.41, 0.61, -3.49)
H (-2.04, 0.74, -0.78)
H (-0.81, -0.14, -1.47)
H (-3.70, -0.78, -2.27)
H (-2.65, -1.69, -1.23)
H (-2.78, -1.79, -3.86)

Here are the Mulliken charges for atoms 1 to 8, given in e:
1 Br -0.634
2 C -0.780
3 C 0.127
4 O -0.214
5 N 0.054
6 H 0.451
7 H 0.399
8 C -0.704


Record 5
Entry from OMol25: a structure of composition C14H38ClFN3O4Pd (the ωB97M-V functional and the def2-TZVPD basis).

- LUMO energy (alpha / beta) (eV) = 2.844 / 2.826
- 2S+1 = 3
- HOMO (alpha / beta) (eV) = -4.49 / -4.42
- molecular weight (g mol⁻¹) = 473.35
- E (hartree) = -1709.3198
- relative energy (zero: lowest compared OMol25 entry of this formula, charge and spin) (eV) = 1.471
- total charge = -1

Cartesian coordinates (Å):
Pd (1.08, 0.58, 1.09)
Cl (2.93, 0.03, 2.93)
F (2.53, 1.22, -0.50)
C (-2.71, 0.72, -1.81)
C (-2.21, 0.55, -0.36)
O (-0.80, 0.68, -0.11)
H (-2.02, 0.14, -2.42)
H (-2.75, 1.73, -2.21)
H (-3.64, 0.17, -1.96)
H (-2.51, -0.48, -0.12)
H (-2.79, 1.15, 0.34)
C (-0.26, 4.37, 2.94)
C (0.27, 2.94, 3.07)
C (-0.84, 1.86, 3.10)
O (-0.39, 0.49, 2.84)
C (-1.20, -0.48, 3.38)
N (1.15, 2.66, 1.96)
H (-0.86, 4.73, 3.77)
H (-0.86, 4.53, 2.05)
H (0.59, 5.03, 2.76)
H (0.81, 2.81, 4.01)
H (-1.58, 2.02, 2.31)
H (-1.37, 2.00, 4.04)
H (-1.68, -0.05, 4.26)
H (-0.58, -1.31, 3.72)
H (-1.90, -0.76, 2.60)
H (2.06, 3.06, 2.11)
H (0.85, 3.32, 1.26)
C (0.40, -3.61, -0.38)
C (0.43, -2.55, 0.72)
C (0.71, -3.15, 2.18)
O (-0.33, -4.07, 2.57)
C (-0.06, -4.68, 3.76)
N (1.44, -1.60, 0.38)
H (-0.37, -4.37, -0.31)
H (1.37, -4.11, -0.47)
H (0.27, -3.12, -1.35)
H (-0.54, -2.07, 0.79)
H (0.82, -2.41, 2.98)
H (1.65, -3.70, 2.17)
H (-0.11, -3.97, 4.58)
H (0.89, -5.19, 3.82)
H (-0.82, -5.39, 4.08)
H (1.46, -1.52, -0.63)
H (2.31, -2.10, 0.48)
C (0.74, -1.04, -4.84)
C (1.17, -0.07, -3.68)
C (0.36, 1.29, -3.81)
O (0.79, 2.02, -4.92)
C (0.11, 3.24, -5.23)
N (0.92, -0.68, -2.35)
H (1.01, -0.73, -5.85)
H (-0.33, -1.27, -4.90)
H (1.23, -2.01, -4.70)
H (2.25, 0.05, -3.67)
H (0.67, 1.86, -2.93)
H (-0.71, 1.09, -3.86)
H (0.02, 3.37, -6.31)
H (0.50, 4.12, -4.73)
H (-0.92, 3.20, -4.87)
H (1.38, -0.03, -1.72)
H (-0.04, -0.53, -2.10)

Here are the Mulliken charges for atoms 1 to 8, given in e:
1 Pd 0.784
2 Cl -0.651
3 F -0.832
4 C -0.863
5 C -0.656
6 O -0.405
7 H 0.031
8 H 0.244


Record 6
Entry from OMol25: a cluster of 8 separate species, C14H38N6O16 in total (the ωB97M-V functional and the def2-TZVPD basis).

- LUMO energy (eV) = -0.544
- 2S+1 = 1
- HOMO (eV) = -9.56
- SMILES string = C[N+](=O)[O-].C[N+](=O)[O-].C[N+](=O)[O-].C[N+](=O)[O-].C[N+](=O)[O-].C[N+](=O)[O-].COCCOC.COCCOC
- molecular weight (g mol⁻¹) = 546.48
- E (hartree) = -2087.8471

Cartesian coordinates (Å):
C (4.63, -0.58, 2.12)
N (4.75, -0.27, 0.65)
O (5.28, -1.19, -0.02)
O (4.12, 0.70, 0.25)
H (4.71, -1.66, 2.21)
H (3.69, -0.25, 2.56)
H (5.51, -0.07, 2.50)
C (0.65, 4.42, 4.15)
N (2.02, 4.03, 4.43)
O (2.32, 2.87, 4.61)
O (2.93, 4.86, 4.25)
H (0.46, 5.47, 4.40)
H (0.13, 3.76, 4.83)
H (0.40, 4.17, 3.12)
C (-4.34, 1.02, 1.32)
N (-3.09, 1.82, 1.09)
O (-2.67, 2.63, 1.99)
O (-2.51, 1.57, 0.06)
H (-5.01, 1.40, 0.55)
H (-4.82, 1.09, 2.30)
H (-4.18, -0.02, 1.01)
C (0.84, 0.80, 0.03)
N (1.13, 1.43, 1.35)
O (1.44, 0.64, 2.25)
O (1.11, 2.62, 1.37)
H (1.66, 1.11, -0.62)
H (-0.08, 1.29, -0.28)
H (0.63, -0.27, 0.06)
C (-0.09, 5.15, -0.68)
N (-0.20, 5.84, 0.63)
O (0.57, 6.80, 0.85)
O (-1.13, 5.48, 1.32)
H (-1.10, 5.04, -1.09)
H (0.25, 4.17, -0.37)
H (0.57, 5.70, -1.35)
C (3.57, -3.11, -2.05)
N (2.07, -3.04, -2.37)
O (1.47, -4.10, -2.69)
O (1.48, -1.98, -2.19)
H (3.81, -2.06, -1.92)
H (4.18, -3.47, -2.88)
H (3.84, -3.75, -1.21)
C (-2.55, 3.02, -4.54)
O (-2.48, 1.59, -4.25)
C (-2.89, 1.21, -2.95)
C (-3.67, -0.14, -2.95)
O (-2.90, -1.35, -3.14)
C (-1.97, -1.67, -2.11)
H (-3.38, 3.57, -4.10)
H (-2.57, 3.08, -5.63)
H (-1.64, 3.56, -4.26)
H (-3.63, 1.92, -2.58)
H (-2.03, 1.19, -2.29)
H (-4.49, -0.10, -3.66)
H (-4.20, -0.16, -2.00)
H (-2.66, -1.65, -1.26)
H (-1.16, -0.95, -2.16)
H (-1.64, -2.71, -2.20)
C (-2.07, -5.59, -0.36)
O (-1.39, -4.67, 0.55)
C (-0.16, -4.34, -0.07)
C (0.76, -3.70, 0.90)
O (1.06, -4.50, 2.03)
C (2.07, -3.76, 2.84)
H (-1.44, -6.48, -0.34)
H (-2.04, -5.23, -1.39)
H (-3.06, -5.93, -0.07)
H (-0.22, -3.68, -0.94)
H (0.44, -5.17, -0.43)
H (0.28, -2.78, 1.24)
H (1.67, -3.58, 0.32)
H (3.00, -3.58, 2.30)
H (2.32, -4.56, 3.54)
H (1.65, -2.92, 3.41)

Here are the Mulliken charges for atoms 1 to 8, given in e:
1 C -0.672
2 N 0.916
3 O -0.544
4 O -0.515
5 H 0.278
6 H 0.228
7 H 0.312
8 C -0.304


Record 7
Entry from OMol25: a cluster of 5 separate species, C14H39BBrNO6P in total (the ωB97M-V functional and the def2-TZVPD basis).

- LUMO energy (eV) = 2.274
- 2S+1 = 1
- HOMO (eV) = -3.83
- molecular weight (g mol⁻¹) = 439.16
- E (hartree) = -4003.4045
- total charge = -1

Cartesian coordinates (Å):
C (-0.72, 2.34, -1.11)
C (0.43, 3.01, -0.35)
B (1.85, 2.99, -1.07)
O (1.82, 3.24, -2.47)
N (3.10, 2.81, -0.44)
P (3.49, 1.71, 0.63)
O (2.67, 2.03, 2.07)
Br (2.12, -0.22, 0.14)
H (-1.69, 2.69, -0.73)
H (-0.69, 1.26, -0.99)
H (-0.69, 2.59, -2.18)
H (0.49, 2.62, 0.66)
H (0.17, 4.08, -0.24)
H (1.27, 4.01, -2.66)
H (3.33, 2.35, 2.71)
C (0.82, -5.76, -1.78)
C (1.04, -4.25, -1.84)
C (2.39, -3.86, -1.28)
O (-0.02, -3.57, -1.17)
H (0.84, -6.10, -0.74)
H (-0.15, -6.02, -2.19)
H (1.60, -6.29, -2.34)
H (0.96, -3.92, -2.88)
H (2.46, -4.16, -0.23)
H (2.56, -2.79, -1.32)
H (3.20, -4.36, -1.83)
H (0.02, -3.80, -0.24)
C (4.24, 6.02, 3.07)
C (3.14, 5.42, 3.92)
C (2.73, 6.32, 5.07)
O (3.53, 4.13, 4.40)
H (5.14, 6.18, 3.67)
H (4.50, 5.35, 2.25)
H (3.93, 6.98, 2.65)
H (2.27, 5.22, 3.28)
H (3.59, 6.49, 5.73)
H (1.94, 5.86, 5.65)
H (2.39, 7.29, 4.70)
H (4.30, 4.23, 4.96)
C (-4.00, 5.19, -2.41)
C (-4.47, 4.95, -0.99)
C (-5.99, 5.02, -0.89)
O (-3.87, 5.87, -0.08)
H (-4.29, 6.19, -2.74)
H (-2.91, 5.12, -2.46)
H (-4.42, 4.47, -3.10)
H (-4.13, 3.96, -0.66)
H (-6.34, 6.01, -1.18)
H (-6.31, 4.83, 0.14)
H (-6.47, 4.28, -1.54)
H (-4.14, 6.76, -0.35)
C (-1.27, -9.64, -2.07)
C (-1.03, -9.20, -0.64)
C (-1.52, -10.24, 0.36)
O (-1.64, -7.94, -0.39)
H (-2.34, -9.78, -2.25)
H (-0.91, -8.89, -2.77)
H (-0.77, -10.59, -2.29)
H (0.03, -9.03, -0.49)
H (-2.60, -10.39, 0.25)
H (-1.33, -9.91, 1.38)
H (-1.03, -11.20, 0.21)
H (-2.59, -8.03, -0.51)

Here are the Mulliken charges for atoms 1 to 8, given in e:
1 C -0.720
2 C -0.473
3 B 0.361
4 O -0.626
5 N -0.210
6 P -0.096
7 O -0.403
8 Br -0.391